# 1
Formula: C44H110O29P4
Source: the OMol25 dataset
Level of theory: the ωB97M-V functional and the def2-TZVPD basis

The calculation puts the largest force on an atom at 3.9 eV/A. As for the SMILES: COP(=O)(OC)OC.COP(=O)(OC)OC.COP(=O)(OC)OC.COP(=O)(OC)OC.C1CCOC1.C1CCOC1.C1CCOC1.COCCOC.COCCOC.COCCOC.COCCOC.COCCOC. The calculation puts the HOMO-LUMO gap at 9.1375 eV. The energy comes out at -143941.908 eV.

Structure (XYZ):
```
187
Properties=species:S:1:pos:R:3:mulliken_charge:R:1
C -1.46658 2.12390 -7.52503 -0.71
O -1.97485 2.95001 -6.53685 -0.44
P -1.27995 2.71393 -5.05536 0.72
O -1.80068 3.57627 -3.98650 -0.69
O -1.35104 1.12026 -4.77924 0.10
C -0.48530 0.14571 -5.29633 -0.64
O 0.28357 2.94804 -5.33322 -0.29
C 1.21088 3.20578 -4.31864 0.84
H -0.50600 1.61071 -7.47995 0.29
H -1.47519 2.66405 -8.47174 0.34
H -2.19823 1.33374 -7.69362 0.28
H -0.28853 -0.35264 -4.34710 0.08
H 0.46059 0.44780 -5.74593 0.48
H -0.92681 -0.52163 -6.03648 0.28
H 1.80032 4.11512 -4.43589 0.39
H 1.97344 2.42693 -4.31717 -0.58
H 0.73840 3.25977 -3.33785 -0.31
C 0.64841 6.24333 -1.28827 -0.69
O 0.67648 6.15567 0.11845 -0.38
P 1.89484 5.40408 0.98495 0.86
O 3.21674 5.30005 0.35047 -0.76
O 1.23820 4.00414 1.39550 0.63
C 1.98804 3.07293 2.11693 -1.03
O 1.87961 6.15947 2.37295 -0.32
C 0.65893 6.45490 2.94063 -0.82
H 1.47209 5.75134 -1.80557 0.21
H 0.67823 7.25954 -1.68138 0.35
H -0.24990 5.81909 -1.73678 0.29
H 1.62286 2.84933 3.11930 0.17
H 2.98727 3.42983 2.36646 0.52
H 2.10291 2.12656 1.58846 -0.16
H 0.64374 6.05627 3.95501 0.32
H -0.31220 6.22042 2.50469 0.27
H 0.52092 7.53383 3.01112 0.33
C -1.56519 -1.65768 1.27364 -0.58
O -0.79572 -1.36164 0.12095 -0.37
P 0.12148 -0.00426 0.11089 0.33
O 1.04814 0.04086 -1.03633 -0.52
O 0.83266 -0.00164 1.58769 0.83
C 1.83161 -0.94560 1.94438 -0.51
O -0.94332 1.24422 0.10435 0.34
C -0.67408 2.34240 -0.72620 -0.34
H -2.56312 -1.91998 0.92231 0.29
H -1.62720 -0.83108 1.98145 0.20
H -1.11205 -2.56913 1.66351 -0.02
H 1.43290 -1.92771 2.19850 0.22
H 2.23124 -0.64567 2.91311 -0.35
H 2.67159 -1.09779 1.26661 0.40
H -0.67766 3.29885 -0.20344 -0.08
H -1.52448 2.42613 -1.40291 0.26
H 0.19706 2.40311 -1.37852 -0.12
C 3.69888 -3.42534 -8.09853 -0.73
O 3.66560 -3.16626 -6.72066 -0.39
P 2.48746 -2.22796 -5.99861 1.13
O 1.67355 -1.52426 -7.07996 -0.73
O 1.71764 -3.30711 -5.03951 -0.15
C 2.53967 -4.06142 -4.17961 -0.79
O 3.36411 -1.37868 -5.00021 -0.28
C 2.69991 -0.61122 -4.06003 -0.28
H 4.04909 -4.44962 -8.22614 0.27
H 4.40561 -2.75880 -8.59286 0.26
H 2.71063 -3.42610 -8.55837 0.33
H 2.58970 -3.72075 -3.14542 0.24
H 3.59009 -4.11628 -4.46544 0.37
H 2.18110 -5.09075 -4.17719 0.31
H 3.31109 -0.51166 -3.16299 0.27
H 1.78175 -1.06829 -3.69101 0.09
H 2.53031 0.38944 -4.45753 -0.06
C -2.07515 -3.54610 -4.11517 -0.16
C -2.00084 -2.66416 -2.81900 0.66
C -3.15258 -3.11549 -1.88553 0.32
O -4.03791 -3.78811 -2.84427 -0.50
C -3.30050 -4.47678 -3.88628 -0.58
H -1.14972 -4.10192 -4.26600 0.07
H -2.27150 -2.86414 -4.94250 0.14
H -2.10105 -1.63539 -3.16496 -0.50
H -1.00633 -2.64684 -2.37318 0.28
H -3.74356 -2.31035 -1.44898 -0.22
H -2.85412 -3.77409 -1.06989 -0.08
H -3.96842 -4.58059 -4.74138 0.33
H -2.87010 -5.44363 -3.62535 0.28
C 0.58604 0.01034 6.57054 -0.35
C -0.72378 -0.04108 7.35974 -0.79
C -1.68826 0.66093 6.41982 -0.61
O -1.18615 0.63385 5.13397 0.30
C 0.22907 0.79069 5.30876 0.11
H 1.06583 -0.92261 6.27467 0.28
H 1.28316 0.59577 7.17004 0.32
H -0.77847 0.46073 8.32582 0.31
H -0.99291 -1.09390 7.44473 0.23
H -1.97877 1.68043 6.67345 0.39
H -2.65482 0.16688 6.32100 0.32
H 0.38837 1.86303 5.42189 0.09
H 0.64030 0.43483 4.36412 -0.67
C -6.45939 0.61005 -1.57142 -0.62
C -5.03218 0.45755 -1.99579 0.60
C -4.76336 1.87791 -2.53987 0.25
O -5.98266 2.34345 -3.00410 -0.49
C -7.03388 1.44482 -2.75126 -0.63
H -6.42573 1.16565 -0.63425 0.13
H -6.90712 -0.33805 -1.27351 0.47
H -4.88572 -0.42000 -2.62552 0.01
H -4.46765 0.31896 -1.07373 -0.37
H -4.04090 1.78979 -3.35129 -0.18
H -4.25750 2.47250 -1.77915 0.09
H -7.20524 0.86321 -3.65707 0.31
H -7.93073 1.92365 -2.35820 0.38
C 4.30037 2.83768 -6.51913 -0.14
O 5.61603 2.46012 -6.06201 -0.40
C 6.18144 3.07748 -4.92221 -0.60
C 5.75210 2.21217 -3.66363 -0.63
O 4.41387 2.56046 -3.35008 0.03
C 4.08119 2.59832 -2.00310 -0.90
H 3.65528 3.15673 -5.70048 -0.13
H 3.83174 1.89852 -6.81315 0.17
H 4.25095 3.65674 -7.23662 0.39
H 5.90603 4.11729 -4.74598 0.28
H 7.26975 3.03175 -4.96211 0.42
H 6.43151 2.51487 -2.86685 0.41
H 5.99868 1.15638 -3.77587 0.29
H 4.80024 3.23672 -1.48976 0.46
H 4.22911 1.61107 -1.56541 0.37
H 3.09012 2.96298 -1.73309 0.04
C 4.83755 -4.07454 3.19953 -0.72
O 3.53770 -4.51934 3.04776 -0.33
C 2.65897 -4.03150 4.11231 0.22
C 1.33491 -4.82799 4.09907 -0.74
O 0.47892 -4.66338 2.98583 -0.15
C -0.80052 -5.19319 3.05250 -0.52
H 5.33241 -4.79258 3.85346 0.33
H 4.94301 -3.05786 3.57812 0.21
H 5.33516 -4.16628 2.23409 0.26
H 2.58657 -2.95357 3.96759 -0.29
H 3.10877 -4.13812 5.09944 0.47
H 0.72431 -4.59477 4.97136 0.43
H 1.66184 -5.86657 4.14977 0.29
H -1.34226 -4.74297 2.22068 0.00
H -1.26717 -4.88208 3.98714 0.32
H -0.68494 -6.27414 2.97320 0.29
C -3.60653 -6.99003 1.36273 -0.89
O -3.61319 -5.81526 2.02784 -0.13
C -4.90852 -5.13842 1.97803 -0.78
C -5.01731 -4.05336 3.07326 -0.61
O -3.81660 -3.35474 2.95220 0.22
C -3.52600 -2.54771 4.13953 -0.99
H -2.69384 -7.52932 1.61622 0.24
H -3.59741 -6.97566 0.27287 0.31
H -4.39879 -7.64415 1.72682 0.37
H -5.64937 -5.89011 2.25039 0.46
H -5.25937 -4.79746 1.00400 0.35
H -5.31807 -4.45277 4.04183 0.46
H -5.76266 -3.34676 2.70819 0.23
H -2.68652 -1.86946 3.98671 -0.01
H -3.35067 -3.18547 5.00592 0.45
H -4.43159 -1.99050 4.37936 0.48
C -1.88340 2.85309 2.70772 -0.32
O -3.26714 2.60688 2.51362 -0.45
C -3.72776 1.65308 3.48739 0.64
C -5.25482 1.58888 3.54184 -0.93
O -5.93840 1.05233 2.39473 -0.41
C -5.72468 -0.31677 2.03591 -0.54
H -1.62100 3.64990 2.01177 0.19
H -1.20097 2.01819 2.54862 -0.07
H -1.65559 3.24694 3.69822 0.43
H -3.30717 1.90991 4.45962 0.07
H -3.40594 0.62117 3.34706 -0.16
H -5.72501 2.56350 3.67262 0.31
H -5.58754 0.99891 4.39586 0.38
H -4.80100 -0.42166 1.46677 0.04
H -6.59635 -0.58207 1.43765 0.32
H -5.74817 -0.89326 2.96069 0.41
C 4.08715 3.88218 5.24025 -0.93
O 3.22677 2.74716 5.09932 -0.13
C 3.83818 1.47851 5.28757 -0.03
C 4.92522 1.19395 4.22358 -0.93
O 4.41704 1.12590 2.88636 0.16
C 5.36799 0.75212 1.90358 -0.71
H 4.78512 3.81855 6.07504 0.35
H 3.52343 4.80797 5.12523 0.25
H 4.80007 3.91666 4.41645 0.30
H 3.16220 0.62667 5.21325 -0.27
H 4.12251 1.41371 6.33783 0.39
H 5.45315 0.26568 4.44203 0.49
H 5.70579 1.94997 4.30861 0.52
H 6.38277 1.05846 2.15751 0.40
H 5.05969 1.24748 0.98289 0.01
H 5.44365 -0.31186 1.67925 0.28
```

# 2
Formula: C44H111CuN8O18
Source: the OMol25 dataset
Level of theory: the ωB97M-V functional and the def2-TZVPD basis

The calculation puts the largest force on an atom at 5.7 eV/A. The calculation puts the HOMO-LUMO gap at 7.9943 eV. The energy comes out at -140829.568 eV.

Structure (XYZ):
```
182
Properties=species:S:1:pos:R:3:mulliken_charge:R:1
Cu -10.16221 14.86084 1.59499 0.56
N -12.40720 13.73670 4.25122 0.70
O -12.18386 14.30309 5.30365 -0.64
O -13.42775 13.10660 4.18745 -0.70
O -11.66350 13.68636 3.32178 -0.44
C -13.69764 13.97940 -1.17134 -0.85
C -13.11534 14.48690 0.20024 1.32
O -11.79022 14.96049 -0.01651 3.40
H -13.17432 13.08956 -1.52124 -0.19
H -13.67558 14.75072 -1.94119 0.13
H -14.71315 13.62425 -0.99607 0.57
H -13.19668 13.71854 0.96906 -0.52
H -13.78649 15.28709 0.51226 -1.10
H -11.75493 15.45020 -0.84146 -1.81
C -16.39416 12.61720 1.68890 -0.32
O -15.97003 11.36227 1.07503 -0.51
C -14.69788 10.92512 1.43692 0.60
C -14.06377 9.90084 0.51770 -1.11
N -13.71108 10.38274 -0.81736 0.18
C -13.14377 9.40054 -1.69752 -1.10
C -12.37247 10.06077 -2.88737 0.01
O -13.23071 10.68686 -3.76304 -0.38
C -12.53714 11.35085 -4.83629 -0.52
H -16.30701 12.56188 2.77400 0.34
H -17.42709 12.87523 1.45529 0.39
H -15.80094 13.47305 1.36686 -0.13
H -14.67767 10.45978 2.42239 0.40
H -14.01767 11.77646 1.46222 -0.55
H -14.76328 9.06671 0.46280 0.46
H -13.11865 9.63339 0.99025 0.32
H -14.55696 10.72746 -1.24837 0.26
H -13.92390 8.81443 -2.18328 0.34
H -12.50560 8.69036 -1.17170 0.55
H -11.76026 9.30761 -3.38340 0.51
H -11.67767 10.77997 -2.45365 -0.20
H -12.10335 10.62700 -5.52618 0.36
H -11.75563 11.98337 -4.41527 0.11
H -13.22766 12.03187 -5.33379 0.20
C -7.20833 19.71330 8.54896 -0.75
O -8.28695 18.82353 8.21344 -0.32
C -7.85172 17.50099 8.08689 -0.70
C -8.98233 16.51418 7.75215 0.28
N -8.48399 15.13764 7.78074 -0.50
C -9.56520 14.29410 7.24446 0.78
C -9.17764 12.82047 7.10121 -0.87
O -8.22353 12.56352 6.06328 -0.51
C -8.82935 12.68571 4.74939 -0.08
H -7.77886 20.61607 8.76710 0.24
H -6.52835 19.87477 7.71249 0.30
H -6.57925 19.41682 9.38828 0.31
H -7.36956 17.28826 9.04103 0.43
H -7.04876 17.42405 7.35378 0.27
H -9.38013 16.80928 6.78118 -0.35
H -9.81548 16.69096 8.43237 0.35
H -7.77178 15.09376 7.06595 0.38
H -9.86045 14.65699 6.25997 -0.71
H -10.46313 14.26088 7.86148 0.32
H -10.04288 12.16130 7.17157 0.42
H -8.63354 12.55690 8.00818 0.38
H -9.09355 13.71372 4.50139 -0.45
H -9.78393 12.16999 4.64501 0.43
H -8.12764 12.37686 3.97459 0.27
C -8.29738 8.50341 1.48809 -0.85
O -8.69059 9.90163 1.51223 -0.26
C -9.76078 10.24849 0.58631 -1.15
C -10.39327 11.68928 0.82882 0.04
N -9.37689 12.75427 0.82341 0.47
C -8.89569 12.91529 -0.52993 -0.21
C -7.95516 14.07133 -0.74879 -1.37
O -8.29774 15.24769 -0.03888 0.50
C -7.43689 16.34682 -0.38616 -1.09
H -7.69983 8.31292 0.59661 0.31
H -9.09171 7.76250 1.57853 0.31
H -7.73072 8.33942 2.40467 0.26
H -10.53484 9.48487 0.66270 0.60
H -9.45801 10.22525 -0.46054 0.38
H -10.89247 11.71877 1.79733 0.04
H -11.25185 11.80960 0.16817 -0.47
H -8.66956 12.40136 1.45209 0.21
H -9.71798 13.05505 -1.23165 0.20
H -8.31988 12.05682 -0.87570 0.37
H -7.88507 14.25174 -1.82147 0.22
H -6.92919 13.85924 -0.44793 0.65
H -7.54757 16.67580 -1.41942 0.36
H -6.38493 16.09297 -0.25564 0.43
H -7.59853 17.22790 0.23487 -0.12
C -19.95256 15.22267 6.86217 -0.76
O -18.81417 16.01753 6.69203 -0.29
C -17.68604 15.66031 7.51073 -0.53
C -16.65335 16.72878 7.19936 -1.02
N -16.24103 16.84768 5.81920 -0.32
C -15.74233 15.57899 5.25734 -0.89
C -15.32563 15.80361 3.74533 1.22
O -16.28332 16.64773 3.07600 -0.53
C -15.88681 16.98847 1.80749 -0.28
H -19.84559 14.21392 6.46331 0.30
H -20.81791 15.64057 6.34776 0.24
H -20.16465 15.11034 7.92543 0.30
H -17.41817 14.61291 7.37175 0.35
H -18.07885 15.70931 8.52631 0.53
H -15.83644 16.59336 7.90817 0.39
H -17.05580 17.70921 7.45409 0.42
H -17.06183 17.18168 5.33463 0.30
H -16.59191 14.89619 5.26674 0.37
H -14.87720 15.15340 5.76579 0.59
H -15.16917 14.87751 3.19220 -0.22
H -14.39987 16.37502 3.67787 -0.68
H -15.75089 16.10187 1.18817 0.15
H -14.96593 17.57153 1.81794 -0.08
H -16.59869 17.69137 1.37475 0.40
C -12.36443 21.08228 2.04109 -1.01
O -11.93437 19.67835 2.04480 0.10
C -12.38393 18.82112 3.10713 -1.11
C -11.96470 17.34112 2.74890 0.17
N -10.55534 17.10197 2.50584 1.63
C -9.81567 17.00722 3.74326 -0.73
C -8.33301 16.72474 3.53582 -0.97
O -8.18211 15.44587 2.82855 0.73
C -6.86518 14.95909 2.85608 -1.21
H -13.45127 21.14912 1.99198 0.34
H -11.89779 21.62001 1.21575 0.23
H -12.00527 21.57095 2.94679 0.31
H -13.45605 18.94675 3.25843 0.61
H -11.84710 19.14189 3.99988 0.44
H -12.49779 17.04180 1.84650 -0.52
H -12.33351 16.59471 3.45243 -0.07
H -10.20806 17.90046 1.99407 -0.84
H -10.19963 16.14639 4.29065 -0.03
H -10.00102 17.91161 4.32274 0.53
H -7.76619 16.74057 4.46671 0.50
H -7.96033 17.47938 2.84320 0.25
H -6.10984 15.73120 2.70970 0.41
H -6.70671 14.31054 1.99446 0.09
H -6.64109 14.47027 3.80420 0.24
C -14.99121 18.94934 -1.68594 -0.81
O -13.66272 18.83685 -2.06442 -0.52
C -12.85649 18.41365 -0.93829 0.35
C -11.45894 17.97842 -1.53561 -0.70
N -11.62384 16.69946 -2.26198 -0.29
C -10.39746 16.17702 -2.90446 0.51
C -10.78415 14.83064 -3.56639 -0.02
O -11.18297 14.91213 -4.93274 -0.53
C -12.56585 15.27615 -4.97944 -0.68
H -15.50138 18.02209 -1.42509 0.26
H -15.47153 19.30351 -2.59806 0.33
H -15.20341 19.62530 -0.85760 0.30
H -13.30282 17.57263 -0.40767 -0.46
H -12.78026 19.29603 -0.30292 0.39
H -10.80400 17.76956 -0.68972 -0.11
H -10.95617 18.74047 -2.13109 0.47
H -12.16893 16.98101 -3.06429 0.30
H -9.63347 16.08417 -2.13258 -0.97
H -10.01579 16.86722 -3.65682 0.61
H -11.46451 14.21763 -2.97526 -0.17
H -9.82759 14.30813 -3.57376 0.29
H -12.99676 15.07530 -5.96029 0.33
H -12.63377 16.34977 -4.80386 0.39
H -13.18485 14.76878 -4.23950 0.15
C -8.68709 19.97878 0.85776 -0.53
O -8.00324 19.75839 -0.41512 -0.21
C -8.36591 20.68400 -1.40530 -0.55
C -7.66608 20.48909 -2.78083 -0.73
N -6.24145 20.68622 -2.59028 -0.39
C -5.51429 20.31372 -3.79348 -0.83
C -4.00227 20.29948 -3.59491 -0.61
O -3.70453 19.32616 -2.62672 -0.23
C -2.30476 19.16440 -2.40258 -0.84
H -8.45495 19.27588 1.65784 0.03
H -9.75641 19.94170 0.64969 0.09
H -8.50158 20.95750 1.30025 0.56
H -8.23421 21.69967 -1.03226 0.43
H -9.44042 20.59618 -1.56600 0.31
H -7.95579 21.27816 -3.47476 0.45
H -7.94169 19.53174 -3.22311 0.28
H -5.94982 20.03687 -1.87376 0.29
H -5.85329 20.96849 -4.59625 0.48
H -5.77614 19.37246 -4.27674 0.35
H -3.66623 21.27805 -3.25204 0.35
H -3.51184 20.10773 -4.54928 0.44
H -1.76487 20.06724 -2.11709 0.33
H -1.75423 18.84212 -3.28641 0.32
H -2.05060 18.38274 -1.68667 0.26
```